Here is a cluster of 2 separate species, C2H5OPS2 in total from OMol25. Energies are from wB97M-V/def2-TZVPD.

```
11
Properties=species:S:1:pos:R:3:forces:R:3
C 1.5457 -0.9679 0.1199 -0.221 -0.242 0.710
C 0.1993 -0.7920 0.0000 -0.505 -1.052 -0.892
O 0.0698 0.3341 -2.5341 1.235 0.573 -2.906
P -0.7538 -0.2321 -1.4866 2.545 0.883 4.974
S -2.5959 -0.8888 -1.5982 -2.208 -1.157 -0.489
S -1.1636 2.4683 1.5000 0.394 -0.266 -0.090
H 1.9676 -1.4830 0.9965 -0.729 0.430 0.053
H 2.4014 -0.7170 -0.5077 -0.947 0.273 -0.696
H -0.4952 -1.1427 0.8087 0.856 0.271 -0.763
H -1.3080 1.1358 1.5323 -0.191 0.067 0.073
H 0.1327 2.2851 1.1693 -0.230 0.220 0.026
```
Positions in Å, forces in eV/Å.

Output
E_LUMO (spin up / spin down) = 0.19 / -4.16 eV
2S+1 = 3
HOMO level (spin up / spin down) = -7.0 / -9.8 eV
relative energy (zero: lowest compared OMol25 entry of this formula, charge and spin) = 60.4 kJ/mol



Here is a cluster of 3 separate species, C3H3N3O2 in total from OMol25. Energies are from wB97M-V/def2-TZVPD.

```
11
Properties=species:S:1:pos:R:3:forces:R:3
O 1.5991 2.7851 0.8129 -0.279 1.608 0.466
C 1.5733 1.9067 0.0764 0.508 -1.105 0.627
O 1.6085 0.9226 -0.5171 -0.144 -0.566 -1.145
N -0.3257 -1.7606 1.6829 0.059 0.605 1.661
C -0.0937 -1.8543 0.5694 -0.380 -0.727 -2.472
N -0.0338 -2.1514 -0.7315 3.874 -1.140 -0.662
H -0.6660 -1.9475 -1.4267 -2.581 1.045 -0.673
H 0.8491 -2.3237 -1.2944 -0.992 0.354 2.139
C -1.4717 1.4331 0.3179 -1.551 -0.407 -3.562
N -1.8721 1.1959 -0.7626 1.378 0.530 3.390
H -1.1669 1.7940 1.2727 0.106 -0.196 0.231
```
Positions in Å, forces in eV/Å.

Output
E_LUMO = 0.41 eV
structure (SMILES) = O=C=O.N#CN.C#N
HOMO level = -10.2 eV
relative energy (zero: lowest compared OMol25 entry of this formula, charge and spin) = 204.4 kJ/mol



Here is the molecule C6H12O from OMol25. Energies are from wB97M-V/def2-TZVPD.

```
19
Properties=species:S:1:pos:R:3:forces:R:3
C -1.0943 0.0055 -1.4574 -1.585 -0.684 0.337
C -0.9722 -0.8715 -0.4514 1.115 0.371 -0.749
C -0.5946 -2.3042 -0.6791 -0.269 -0.009 -0.069
C -0.7705 -0.3716 0.9313 1.420 0.648 0.730
O 0.7058 -0.1891 1.2167 -1.967 -0.990 0.242
C 1.3572 0.7171 0.3897 -0.394 0.565 -1.513
C 1.1554 2.1777 0.7911 0.123 -0.408 0.071
H -1.4475 1.0108 -1.2825 0.401 0.314 0.188
H -1.2065 -0.3275 -2.4776 0.329 -0.133 -0.217
H -0.6915 -2.5858 -1.7257 0.004 -0.003 -0.031
H 0.4352 -2.4682 -0.3644 0.066 -0.030 0.063
H -1.2316 -2.9584 -0.0840 -0.001 -0.115 0.043
H -1.0890 -1.0903 1.6906 0.060 0.197 -0.076
H -1.2535 0.5983 1.0866 -0.065 -0.160 0.035
H 0.9503 0.5964 -0.6677 0.969 0.134 0.994
H 2.4174 0.4484 0.4200 -0.118 0.034 -0.110
H 0.1246 2.4829 0.6318 -0.121 0.107 -0.002
H 1.4025 2.3152 1.8405 0.025 0.072 0.123
H 1.8027 2.8144 0.1913 0.008 0.092 -0.059
```
Positions in Å, forces in eV/Å.

Output
E_LUMO = 1.06 eV
structure (SMILES) = C=C(C)COCC
HOMO level = -9.5 eV
relative energy (zero: lowest compared OMol25 entry of this formula, charge and spin) = 155.6 kJ/mol



Here is a structure of composition C18H18BF4OZn from OMol25. Energies are from wB97M-V/def2-TZVPD.

```
43
Properties=species:S:1:pos:R:3:forces:R:3
C -1.3207 2.2587 0.9845 -1.498 -0.487 -0.297
C 0.0088 2.6445 0.7991 1.458 0.702 -1.475
C 0.3381 2.4909 -0.5660 0.120 0.749 0.781
H 0.6856 3.0402 1.5533 -0.353 -0.315 -0.140
C -0.8394 2.0346 -1.2552 -0.389 -0.852 0.385
C -1.8509 1.7888 -0.2501 0.556 -0.039 -0.045
H -2.8652 1.4310 -0.4256 0.292 0.286 0.005
H -1.9017 2.3334 1.9046 0.444 -0.198 -0.258
H 1.2943 2.7725 -1.0316 -0.618 -0.263 0.258
H -1.0012 2.0067 -2.3345 0.142 -0.100 0.456
C 1.7529 -1.7102 0.7024 -0.474 0.274 1.242
C 1.6101 -1.0937 1.9761 -0.571 -1.990 -1.108
C 0.3186 -1.4392 2.4789 0.538 -1.062 -1.015
H 2.3290 -0.4798 2.4784 0.207 0.014 0.219
C -0.4314 -2.0850 1.4510 0.494 0.049 0.113
C 0.4853 -2.3597 0.3710 -0.014 0.856 -0.148
H 0.3340 -3.0726 -0.4461 -0.040 0.540 0.258
H 2.6784 -1.7736 0.1404 -0.361 0.141 -0.135
H 0.0247 -1.4018 3.5067 -0.310 0.569 0.146
H -1.4875 -2.3733 1.5013 0.630 -0.179 0.094
Zn -0.1832 -0.2229 -0.2978 0.228 -0.057 0.219
O 0.9528 -0.5459 -1.7783 -0.344 -0.343 -0.085
C 0.9777 0.0963 -3.0363 -0.227 0.095 0.085
C -0.1954 -0.2477 -3.8626 0.360 1.181 1.768
H 0.9618 1.1865 -2.9023 0.403 0.037 -0.094
H 1.8905 -0.2508 -3.5401 -0.025 0.339 -0.089
H -1.0940 0.3463 -3.7191 0.082 0.176 -0.428
H -1.4499 -0.2674 -6.1491 0.124 -0.370 -0.036
C -0.9279 -1.2089 -5.9556 0.224 -0.170 0.501
C -0.2111 -1.3234 -4.7252 -0.345 -1.969 -1.464
C 0.4800 -2.5532 -4.4461 -0.070 0.873 -0.151
H 0.9812 -2.6339 -3.4752 -0.192 -0.061 -0.396
C 0.4721 -3.5758 -5.3794 -0.095 0.088 -0.254
H 0.9890 -4.5119 -5.1617 -0.153 0.242 -0.061
C -0.1879 -3.4143 -6.6094 0.033 0.122 0.145
H -0.1634 -4.2176 -7.3460 -0.022 0.201 0.182
C -0.8771 -2.2241 -6.8925 0.059 -0.232 0.038
H -1.3732 -2.0926 -7.8545 0.095 -0.104 0.221
F -0.0991 0.7080 2.6308 -0.108 1.466 0.153
B -0.0728 1.3196 3.9429 -0.150 -0.571 -1.120
F -0.0405 2.7144 3.7983 -0.084 -0.137 0.323
F -1.2841 0.8709 4.5007 0.423 0.337 0.748
F 1.1033 0.8528 4.5483 -0.469 0.160 0.459
```
Positions in Å, forces in eV/Å.

Output
net charge = -1
E_LUMO (spin up / spin down) = 0.07 / -0.30 eV
HOMO level (spin up / spin down) = -2.9 / -3.6 eV
relative energy (zero: lowest compared OMol25 entry of this formula, charge and spin) = 397.1 kJ/mol



Here is a structure of composition C4H6AgO from OMol25. Energies are from wB97M-V/def2-TZVPD.

```
12
Properties=species:S:1:pos:R:3:forces:R:3
C 1.6113 0.6876 0.1534 -1.245 -1.967 1.237
C 0.3592 1.2402 -0.3668 -0.815 -1.528 -2.648
C -0.7989 0.4703 -0.4044 1.068 3.193 4.652
C -0.7378 -0.8698 0.1862 -1.211 0.555 -6.244
O -1.7229 -1.4527 0.6254 -0.110 -0.834 1.742
Ag -2.6498 -3.4316 1.0909 0.246 0.350 -0.117
H 1.8784 1.1595 1.1096 0.037 -0.196 -0.150
H 2.4305 0.8143 -0.5677 -0.110 -0.440 0.409
H 0.4615 1.9974 -1.1501 -0.331 0.551 0.736
H -1.7559 0.9807 -0.2648 -0.104 -0.091 -1.018
H -0.3117 -1.1385 -0.9282 0.964 -1.972 2.399
H 1.2362 -0.4574 0.5164 1.612 2.378 -0.997
```
Positions in Å, forces in eV/Å.

Output
net charge = +1
E_LUMO = -5.69 eV
HOMO level = -13.2 eV
relative energy (zero: lowest compared OMol25 entry of this formula, charge and spin) = 208.9 kJ/mol



Here is a structure of composition C25H33AsN3O4PReS4 from OMol25. Energies are from wB97M-V/def2-TZVPD.

```
72
Properties=species:S:1:pos:R:3:forces:R:3
Re 0.4378 -0.8450 -1.1530 -0.984 2.045 0.338
C 2.5690 0.1851 1.5616 -0.039 -0.019 -0.138
C 3.3180 -0.0508 0.2966 -0.032 0.030 0.182
C 4.5909 0.4894 0.1114 0.065 -0.026 -0.161
C 5.2480 0.3038 -1.0867 -0.064 0.052 0.172
C 4.6444 -0.4606 -2.0734 -0.110 -0.133 -0.116
C 3.3928 -0.9855 -1.8288 0.246 0.270 0.148
N 2.7296 -0.7587 -0.6703 -0.265 -0.153 0.008
C 2.6934 -1.8783 -2.7570 -0.164 0.068 -0.005
C 3.3041 -2.5747 -3.7820 0.027 -0.004 -0.073
C 2.5951 -3.5627 -4.4416 -0.054 0.106 0.125
C 1.3344 -3.8999 -3.9792 -0.051 -0.026 -0.064
C 0.7686 -3.1593 -2.9598 0.023 0.191 -0.028
N 1.4047 -2.0954 -2.4332 0.663 -0.813 -0.793
C -0.4702 -3.5155 -2.2621 -0.316 -0.081 0.121
C -1.3708 -4.4385 -2.7514 0.167 0.055 -0.026
C -2.4760 -4.7608 -1.9795 -0.031 0.026 0.079
C -2.6260 -4.1636 -0.7475 0.021 -0.025 -0.094
C -1.7039 -3.2097 -0.3138 -0.052 -0.077 -0.016
C -1.9066 -2.5090 0.9776 0.039 0.216 0.094
N -0.6456 -2.8889 -1.0703 0.113 0.034 0.002
H 3.2546 0.3138 2.3963 0.003 -0.040 0.005
H 1.9691 1.0933 1.4651 0.056 -0.020 0.002
H 1.8750 -0.6281 1.7733 0.032 0.001 0.075
H 5.0353 1.0703 0.9070 -0.004 -0.022 0.023
H 6.2212 0.7452 -1.2538 -0.002 -0.001 -0.014
H 5.1280 -0.6194 -3.0257 -0.007 -0.006 0.000
H 4.3311 -2.3670 -4.0398 -0.002 0.016 -0.004
H 3.0439 -4.1049 -5.2617 0.001 -0.017 0.009
H 0.8049 -4.7477 -4.3867 0.002 0.021 -0.025
H -1.2302 -4.8754 -3.7286 0.011 -0.005 0.015
H -3.2090 -5.4682 -2.3432 0.005 -0.007 0.007
H -3.4668 -4.4009 -0.1116 0.003 0.012 0.013
H -2.4971 -3.1111 1.6647 0.018 -0.031 -0.003
H -0.9679 -2.2363 1.4510 0.040 -0.018 0.091
H -2.4460 -1.5726 0.8121 -0.030 0.011 -0.032
S -1.3814 2.6842 -4.1879 0.077 -0.375 0.597
As -0.2675 0.9785 -3.7087 -0.114 0.882 -1.887
S -1.4267 -0.6184 -2.6466 0.638 -0.084 0.842
S 1.1554 1.2789 -2.0178 -0.214 -0.949 0.455
S 0.7503 0.1435 -5.3628 0.048 -0.327 0.585
C -4.1537 2.6756 1.6480 0.129 -0.106 0.090
C -3.0846 1.9871 0.8072 -0.328 0.384 -0.158
C -2.2026 3.0236 0.1147 0.209 -0.268 0.290
C -3.7469 1.0969 -0.2311 0.080 -0.232 0.241
O -2.3667 1.1321 1.7538 0.407 -0.067 -0.213
P -0.8398 0.6777 1.8003 -0.031 0.368 0.063
O -0.6686 -0.3258 2.8645 0.005 -0.140 0.037
O -0.3817 0.2704 0.3869 0.025 -0.618 -0.371
O 0.0267 2.0080 2.0627 -0.283 -0.131 0.008
C 0.2027 2.6319 3.3696 0.128 0.336 0.281
C -1.1085 2.7404 4.1469 -0.010 -0.211 -0.330
C 1.2387 1.8597 4.1876 -0.128 -0.072 -0.210
C 0.7341 4.0238 3.0474 -0.030 -0.113 -0.096
H -4.8415 3.2158 0.9979 0.000 0.037 -0.001
H -3.7052 3.3792 2.3508 -0.034 -0.003 -0.028
H -4.7130 1.9296 2.2143 -0.030 0.027 -0.013
H -2.7913 3.5645 -0.6251 -0.019 -0.023 0.011
H -1.3741 2.5407 -0.4011 0.044 0.032 -0.128
H -1.7934 3.7357 0.8323 0.004 0.003 0.013
H -4.2932 1.7006 -0.9551 0.003 -0.005 -0.003
H -4.4377 0.3978 0.2476 -0.014 0.045 0.010
H -2.9904 0.5289 -0.7601 0.101 -0.063 -0.188
H -1.5154 1.7494 4.3425 -0.045 -0.026 0.063
H -1.8435 3.3100 3.5777 0.015 0.003 0.026
H -0.9345 3.2431 5.0981 0.058 0.024 -0.020
H 0.9480 0.8130 4.2570 0.002 -0.038 0.042
H 1.2973 2.2814 5.1914 0.024 0.021 -0.006
H 2.2236 1.9324 3.7227 -0.034 0.015 0.051
H -0.0062 4.6004 2.4918 0.001 0.004 0.010
H 1.6357 3.9453 2.4373 -0.005 0.023 0.015
H 0.9779 4.5516 3.9698 -0.006 0.020 0.005
```
Positions in Å, forces in eV/Å.

Output
E_LUMO (spin up / spin down) = -1.38 / -2.35 eV
2S+1 = 4
HOMO level (spin up / spin down) = -6.8 / -6.8 eV
relative energy (zero: lowest compared OMol25 entry of this formula, charge and spin) = 48.8 kJ/mol



Which of these has the highest relative energy (zero: lowest compared OMol25 entry of this formula, charge and spin)? C18H18BF4OZn